{"formula": "CHCl3FOP", "method": "wB97M-V/def2-TZVPD", "lumo_energy_ev": -0.23, "homo_energy_ha": -0.4111, "charge": 0, "elements": ["O", "P", "Cl", "Cl", "C", "F", "Cl", "H"], "positions_angstrom": [[1.407, 0.817, 1.017], [0.903, -0.005, -0.068], [1.469, 0.682, -1.830], [1.613, -1.928, -0.041], [-0.992, -0.194, 0.034], [-1.323, -0.867, 1.162], [-1.337, 1.769, 0.378], [-1.741, -0.273, -0.652]], "forces_ev_per_angstrom": [[0.089, -0.252, 0.281], [-0.145, -0.851, 0.488], [-0.405, -0.062, -0.500], [-0.517, 0.662, -0.095], [1.635, 3.174, 3.493], [0.495, 0.250, -0.797], [0.135, -2.029, -0.374], [-1.286, -0.892, -2.496]]}

=====

{"formula": "CHCl3NO", "method": "wB97M-V/def2-TZVPD", "lumo_energy_ev": [3.55, 3.55], "homo_energy_ha": [-0.0787, -0.0785], "charge": -1, "elements": ["C", "N", "O", "Cl", "Cl", "Cl", "H"], "positions_angstrom": [[0.532, -0.426, 0.151], [-0.959, 0.783, -0.058], [-2.001, 0.103, -0.240], [0.672, -2.044, -0.462], [1.917, 0.569, -0.490], [0.646, -0.501, 1.897], [-0.807, 1.516, -0.799]], "forces_ev_per_angstrom": [[0.047, 2.103, -0.677], [0.245, 0.027, 2.193], [-0.955, -0.091, -0.715], [-0.222, -0.839, -0.615], [0.262, -0.057, 0.114], [0.028, 0.030, 0.519], [0.595, -1.173, -0.820]]}

=====

{"formula": "CHCl3S", "method": "wB97M-V/def2-TZVPD", "lumo_energy_ev": [-1.13, -0.85], "homo_energy_ha": [-0.3537, -0.3246], "charge": 0, "elements": ["C", "S", "Cl", "Cl", "Cl", "H"], "positions_angstrom": [[0.210, 0.565, -0.085], [0.776, -0.940, -0.976], [0.351, 2.105, -0.782], [0.538, 0.577, 1.612], [-0.127, -2.459, -0.018], [-1.748, 0.152, 0.249]], "forces_ev_per_angstrom": [[-2.697, -2.048, 1.014], [-0.002, 1.428, -0.083], [0.238, -0.184, -0.683], [0.537, -0.033, 0.370], [-0.077, 0.401, 0.138], [2.001, 0.436, -0.756]]}

=====

{"formula": "CHClF3N", "method": "wB97M-V/def2-TZVPD", "lumo_energy_ev": 0.63, "homo_energy_ha": -0.3943, "charge": 0, "elements": ["C", "N", "F", "F", "F", "Cl", "H"], "positions_angstrom": [[-0.610, 0.445, -0.083], [1.008, -0.401, 0.516], [-0.507, 0.958, -1.298], [-0.548, 1.422, 0.815], [0.957, -1.758, 0.045], [-1.866, -0.690, 0.122], [1.566, 0.024, -0.118]], "forces_ev_per_angstrom": [[3.968, -1.443, 1.952], [-5.870, -1.246, 1.199], [-0.064, -0.329, 0.245], [-0.751, 0.044, -0.408], [0.110, 1.293, 0.117], [-0.144, 0.197, -0.119], [2.750, 1.484, -2.986]]}

=====

{"formula": "CHClINO", "method": "wB97M-V/def2-TZVPD", "lumo_energy_ev": [-0.63, -0.63], "homo_energy_ha": [-0.3494, -0.3493], "charge": 0, "elements": ["C", "N", "O", "Cl", "I", "H"], "positions_angstrom": [[2.021, -0.951, 0.062], [1.444, -1.990, -0.051], [0.401, -2.567, -0.137], [3.596, -0.236, 0.057], [0.503, 1.454, -0.021], [-0.042, 0.001, 0.234]], "forces_ev_per_angstrom": [[3.150, -0.597, -0.103], [-0.139, 2.413, 0.185], [-0.580, -1.416, -0.111], [-1.529, -0.998, 0.031], [-0.274, 1.167, -0.130], [-0.628, -0.568, 0.128]]}

=====

{"formula": "CHClN2", "method": "wB97M-V/def2-TZVPD", "lumo_energy_ev": [-2.13, -2.11], "homo_energy_ha": [-0.3953, -0.3956], "charge": 0, "elements": ["C", "N", "N", "Cl", "H"], "positions_angstrom": [[-0.226, 0.582, 0.204], [-0.510, -0.653, 0.369], [0.730, 0.314, 0.954], [0.693, -1.563, -1.198], [-0.687, 1.319, -0.329]], "forces_ev_per_angstrom": [[1.024, 3.409, -0.424], [2.918, -5.021, 0.225], [-1.549, -1.284, 0.393], [-1.616, 0.612, 1.160], [-0.778, 2.285, -1.354]]}

=====

{"formula": "CHClN2O", "method": "wB97M-V/def2-TZVPD", "lumo_energy_ev": [-0.16, -2.27], "homo_energy_ha": [-0.2409, -0.4540], "charge": 0, "multiplicity": 3, "elements": ["C", "N", "N", "O", "Cl", "H"], "positions_angstrom": [[-0.805, -0.383, 0.119], [1.484, 0.810, -0.136], [0.354, 1.175, -0.039], [-0.244, -1.402, 0.029], [-2.384, 0.027, -0.076], [1.595, -0.228, 0.103]], "forces_ev_per_angstrom": [[0.943, 1.594, 0.850], [0.244, -1.551, 1.391], [-1.614, -1.037, -0.727], [1.063, -0.818, -0.223], [-1.204, 0.716, -0.302], [0.569, 1.096, -0.988]]}

=====

{"formula": "CHClNOP", "method": "wB97M-V/def2-TZVPD", "lumo_energy_ev": [-3.76, -1.36], "homo_energy_ha": [-0.3133, -0.3819], "charge": 0, "elements": ["C", "N", "O", "P", "Cl", "H"], "positions_angstrom": [[-2.807, 1.914, -0.152], [-2.981, 0.787, -0.469], [-2.667, 3.052, -0.041], [-0.591, -1.638, -0.404], [-0.754, -2.299, 1.448], [-1.875, -1.261, -0.315]], "forces_ev_per_angstrom": [[0.314, 1.109, -0.504], [-0.570, -3.516, -0.390], [0.297, 2.426, 0.883], [1.289, 0.097, -0.994], [0.370, -0.732, 1.635], [-1.701, 0.616, -0.631]]}

=====

{"formula": "CHClO3", "method": "wB97M-V/def2-TZVPD", "lumo_energy_ev": 6.37, "homo_energy_ha": -0.0570, "charge": -2, "elements": ["Cl", "O", "C", "O", "O", "H"], "positions_angstrom": [[-6.345, 0.440, -25.583], [-5.944, 4.379, -19.620], [-5.079, 4.299, -18.578], [-4.052, 3.702, -18.791], [-5.321, 4.742, -17.459], [-5.573, 3.694, -20.180]], "forces_ev_per_angstrom": [[-0.033, -0.079, -0.147], [-1.552, 0.378, -0.569], [0.457, 0.119, 2.330], [3.419, -2.325, -2.159], [-2.325, 1.850, 1.094], [0.034, 0.056, -0.549]]}

=====

{"formula": "CHClO3S", "method": "wB97M-V/def2-TZVPD", "lumo_energy_ev": -0.25, "homo_energy_ha": -0.3802, "charge": 0, "elements": ["O", "C", "O", "S", "O", "Cl", "H"], "positions_angstrom": [[0.838, 0.982, -0.067], [-0.034, 0.293, 0.205], [-0.765, -0.580, -0.420], [-0.315, -0.987, -1.978], [-0.642, 0.321, 1.521], [-0.022, 1.625, 2.292], [0.941, -1.653, -1.553]], "forces_ev_per_angstrom": [[3.058, 1.594, -1.942], [-3.212, -0.670, 3.657], [-0.689, -1.144, -0.779], [2.396, -1.263, 0.490], [0.457, -0.505, -1.861], [0.118, 0.907, 1.390], [-2.127, 1.080, -0.954]]}

=====

{"formula": "CHClO3S", "method": "wB97M-V/def2-TZVPD", "lumo_energy_ev": -0.88, "homo_energy_ha": -0.3825, "charge": 0, "elements": ["O", "C", "O", "S", "O", "Cl", "H"], "positions_angstrom": [[0.167, 1.015, -0.648], [0.195, 0.187, 0.195], [-0.640, -0.722, 0.558], [-2.272, -0.608, -0.058], [1.501, -0.174, 0.908], [2.741, 0.651, 0.224], [-1.691, -0.348, -1.180]], "forces_ev_per_angstrom": [[-0.556, 0.255, 0.234], [3.713, -0.371, 0.014], [-1.503, -0.825, 1.259], [1.011, -0.172, 1.334], [-3.291, 0.272, -0.782], [0.828, 0.430, -0.202], [-0.201, 0.411, -1.858]]}

=====

{"formula": "CHF2N", "method": "wB97M-V/def2-TZVPD", "lumo_energy_ev": [-1.31, -1.25], "homo_energy_ha": [-0.3623, -0.3608], "charge": 0, "elements": ["C", "N", "F", "F", "H"], "positions_angstrom": [[-1.215, 1.088, -0.035], [1.615, -0.622, -0.336], [-2.138, 0.133, 0.008], [2.168, -1.110, 0.745], [-0.430, 0.511, -0.381]], "forces_ev_per_angstrom": [[-2.598, 0.747, 0.878], [0.263, -0.202, 0.295], [-0.074, 0.510, 0.138], [-0.148, 0.131, -0.293], [2.556, -1.185, -1.018]]}

=====

{"formula": "CHF2NO3", "method": "wB97M-V/def2-TZVPD", "lumo_energy_ev": [-3.17, -3.17], "homo_energy_ha": [-0.4246, -0.4245], "charge": 0, "elements": ["C", "N", "O", "O", "O", "F", "F", "H"], "positions_angstrom": [[0.005, -0.314, 0.499], [0.411, 0.948, 0.041], [-0.397, 1.547, -0.673], [1.533, 1.322, 0.274], [-1.209, -0.836, 0.524], [0.454, -1.071, -1.525], [0.953, -0.945, 1.190], [-1.750, -0.651, -0.329]], "forces_ev_per_angstrom": [[0.197, -6.699, -1.677], [0.109, 3.713, -2.732], [0.095, -0.934, 1.191], [-0.175, -0.535, 0.604], [1.585, 1.665, -0.757], [-0.601, 1.192, 2.762], [-2.717, 1.512, -0.896], [1.506, 0.086, 1.505]]}

=====

{"formula": "CHF2O3P", "method": "wB97M-V/def2-TZVPD", "lumo_energy_ev": 7.45, "homo_energy_ha": 0.0266, "charge": -2, "elements": ["O", "P", "O", "O", "C", "F", "F", "H"], "positions_angstrom": [[-1.065, -1.199, -1.305], [-0.988, -0.392, 0.016], [-1.875, 0.815, 0.083], [-0.715, -1.155, 1.277], [0.809, 0.331, -0.107], [1.470, 1.140, -1.078], [1.050, 1.065, 1.096], [1.314, -0.605, 0.018]], "forces_ev_per_angstrom": [[-0.020, 0.218, 1.067], [0.688, 0.584, -2.707], [-0.940, 0.491, 0.281], [-0.139, -0.731, 0.699], [-0.560, 0.586, 1.246], [-0.690, -0.705, 0.245], [0.302, -0.089, -0.583], [1.359, -0.352, -0.248]]}

=====

{"formula": "CHF2P", "method": "wB97M-V/def2-TZVPD", "lumo_energy_ev": [-0.10, -1.09], "homo_energy_ha": [-0.3357, -0.4150], "charge": 0, "multiplicity": 3, "elements": ["C", "F", "F", "P", "H"], "positions_angstrom": [[-1.245, 0.232, -0.549], [-1.916, -0.364, -1.504], [-1.515, -0.438, 0.566], [2.712, 0.565, 0.236], [1.964, 0.005, 1.251]], "forces_ev_per_angstrom": [[-0.226, -0.421, 0.380], [0.240, 0.079, 0.807], [0.005, 0.342, -1.182], [0.508, 0.387, -0.712], [-0.526, -0.387, 0.706]]}

=====

{"formula": "CHF3GaNO5S2", "method": "wB97M-V/def2-TZVPD", "lumo_energy_ev": -2.22, "homo_energy_ha": -0.3582, "charge": 0, "elements": ["O", "Ga", "H", "N", "S", "O", "O", "S", "O", "O", "C", "F", "F", "F"], "positions_angstrom": [[1.203, -0.225, -0.334], [0.526, -0.494, -1.983], [0.866, 1.252, -3.569], [-0.974, -1.133, 0.739], [-1.973, -0.449, -0.497], [-1.259, -0.950, -1.798], [-3.224, -1.254, -0.329], [0.481, -0.636, 0.930], [1.209, 0.401, -3.260], [1.271, -1.522, 1.786], [0.473, 0.964, 1.899], [0.080, 1.971, 1.132], [-0.365, 0.851, 2.919], [1.686, 1.225, 2.366]], "forces_ev_per_angstrom": [[1.011, 0.369, -0.515], [-2.446, 0.122, 0.426], [-0.090, -0.482, 0.196], [1.299, 0.860, -0.943], [-3.436, -1.119, 2.638], [2.054, -0.615, -1.542], [2.560, 1.619, -0.655], [-1.085, -2.863, 3.944], [0.949, 0.543, -1.228], [-0.979, 1.593, -1.750], [0.161, 0.002, 0.134], [-0.156, 0.231, -0.365], [0.082, -0.218, -0.226], [0.074, -0.043, -0.113]]}

=====

{"formula": "CHF3LaNO3S2", "method": "wB97M-V/def2-TZVPD", "lumo_energy_ev": -9.97, "homo_energy_ha": -0.6358, "charge": 2, "elements": ["La", "N", "S", "O", "S", "O", "O", "C", "F", "F", "F", "H"], "positions_angstrom": [[2.692, 2.965, -0.760], [0.857, -0.175, -1.940], [-0.112, -0.608, -3.050], [-0.184, 0.662, -3.812], [1.109, -0.608, -0.412], [1.798, 0.674, 0.107], [1.803, -1.876, -0.430], [-0.858, -0.616, 0.142], [-0.994, -1.799, 0.697], [-0.872, 0.336, 1.050], [-1.917, -0.419, -0.608], [2.702, 1.974, 1.150]], "forces_ev_per_angstrom": [[-0.565, -2.320, 2.046], [-0.156, 0.063, -0.131], [0.594, 4.031, -1.256], [-0.706, -2.993, 0.128], [0.923, 0.147, -1.803], [-1.573, -2.417, -0.991], [-1.040, 1.706, 1.410], [-0.289, -0.595, 3.023], [0.480, -0.096, -0.186], [0.376, 0.398, 0.270], [1.229, 0.098, -1.610], [0.727, 1.977, -0.900]]}

=====

{"formula": "CHF3NO", "method": "wB97M-V/def2-TZVPD", "lumo_energy_ev": 3.20, "homo_energy_ha": -0.1111, "charge": -1, "elements": ["C", "N", "O", "F", "F", "F", "H"], "positions_angstrom": [[-0.013, -0.955, 0.961], [1.069, 1.574, -1.264], [0.194, 2.270, -1.787], [-0.548, -1.784, -0.059], [-0.344, -1.817, 2.072], [-0.909, 0.116, 1.176], [0.552, 0.596, -1.100]], "forces_ev_per_angstrom": [[1.240, -0.681, 0.723], [-3.419, -0.697, -0.963], [1.934, -0.766, 0.898], [-0.728, 0.749, -0.308], [0.089, 0.587, -0.068], [-0.610, -0.568, -0.514], [1.494, 1.377, 0.233]]}

=====

{"formula": "CHF3NOPbS2", "method": "wB97M-V/def2-TZVPD", "lumo_energy_ev": 3.20, "homo_energy_ha": -0.1289, "charge": -1, "elements": ["N", "S", "S", "C", "F", "F", "F", "Pb", "O", "H"], "positions_angstrom": [[2.327, 0.428, -1.422], [2.274, 1.062, 0.235], [1.940, -1.110, -1.522], [-2.024, 0.039, 0.664], [-2.668, -0.351, 1.818], [-2.540, 1.288, 0.422], [-2.626, -0.745, -0.300], [0.288, -0.299, 0.859], [0.608, -1.504, -0.735], [2.723, -1.681, -0.448]], "forces_ev_per_angstrom": [[-0.534, -0.762, 0.075], [0.685, 0.423, -1.547], [1.410, 0.502, 1.203], [-1.486, 0.419, -1.128], [0.421, -0.001, 0.119], [-0.023, 0.320, 0.049], [0.091, -0.103, -0.022], [-0.491, -0.153, 4.940], [0.105, -0.919, -2.757], [-0.177, 0.274, -0.932]]}

=====

{"formula": "CHF3O3S", "method": "wB97M-V/def2-TZVPD", "lumo_energy_ev": 0.09, "homo_energy_ha": -0.4466, "charge": 0, "elements": ["C", "O", "O", "O", "F", "F", "F", "S", "H"], "positions_angstrom": [[-0.869, 0.230, -0.028], [0.204, -0.563, 0.074], [2.690, -1.108, 0.265], [-2.128, -0.212, 0.287], [-0.658, 1.382, 0.600], [-0.964, 0.494, -1.408], [2.028, 0.963, -0.755], [1.815, -0.010, 0.530], [-2.117, -1.176, 0.435]], "forces_ev_per_angstrom": [[-1.272, 0.914, -2.881], [1.567, -1.510, 1.112], [-1.000, 0.377, 0.305], [1.214, -1.077, 0.972], [-0.022, 0.669, 0.228], [0.241, 0.557, 0.879], [-0.438, -0.509, 0.868], [-0.321, 0.086, -1.354], [0.032, 0.492, -0.127]]}